Record 1
{"formula": "H26O13", "method": "the ωB97M-V functional and the def2-TZVPD basis", "symbols": ["O", "H", "H", "O", "H", "H", "O", "H", "H", "O", "H", "H", "O", "H", "H", "O", "H", "H", "O", "H", "H", "O", "H", "H", "O", "H", "H", "O", "H", "H", "O", "H", "H", "O", "H", "H", "O", "H", "H"], "coordinates": [[-3.336, 2.145, -1.538], [-2.952, 2.421, -2.366], [-3.337, 1.148, -1.566], [-2.530, 2.146, 1.188], [-3.129, 2.432, 1.878], [-2.818, 2.524, 0.309], [0.338, 0.983, -1.975], [0.093, 0.238, -2.540], [0.217, 0.611, -1.071], [-2.732, -2.530, 0.771], [-2.506, -3.165, 0.030], [-1.829, -2.256, 1.010], [-0.435, 0.300, 0.337], [-1.202, 0.629, 0.788], [0.124, -0.151, 0.995], [2.903, 1.944, -1.270], [3.622, 1.773, -1.885], [2.019, 1.720, -1.658], [2.334, -1.890, -1.285], [2.794, -2.091, -0.455], [2.414, -0.939, -1.400], [2.353, 1.119, 1.497], [1.769, 1.870, 1.633], [2.827, 1.364, 0.674], [-2.272, -0.409, -1.694], [-2.395, -1.011, -0.926], [-1.627, 0.225, -1.362], [0.549, -2.371, 1.521], [1.219, -2.921, 1.980], [0.517, -2.670, 0.614], [-0.249, -2.768, -1.205], [-0.550, -2.047, -1.712], [0.753, -2.670, -1.352], [-0.339, 2.278, 2.591], [-1.009, 2.138, 1.884], [-0.527, 3.093, 3.039], [3.107, -1.347, 1.195], [2.664, -0.473, 1.164], [3.160, -1.393, 2.159]], "total_charge": 0, "total_energy_ev": -27041.1184}

---

Record 2
{"formula": "C3H4NS", "method": "the ωB97M-V functional and the def2-TZVPD basis", "symbols": ["C", "C", "C", "N", "S", "H", "H", "H", "H"], "coordinates": [[0.203, -0.609, 1.029], [0.415, -0.945, -1.407], [-0.129, 0.540, 1.795], [0.347, -0.830, -0.198], [0.542, -1.029, 2.644], [1.456, -1.135, -1.893], [-0.510, -0.965, -2.017], [0.612, 1.482, 1.827], [-1.205, 0.718, 1.928]], "spin_multiplicity": 3, "total_charge": 1, "total_energy_ev": -15487.8926}

---

Record 3
{"formula": "C31H30ClLiN5O3PSSe", "method": "the ωB97M-V functional and the def2-TZVPD basis", "symbols": ["Li", "Cl", "C", "C", "C", "C", "C", "C", "P", "C", "C", "C", "C", "C", "C", "C", "C", "C", "C", "C", "C", "H", "H", "H", "H", "H", "H", "H", "H", "H", "H", "H", "H", "H", "H", "N", "C", "C", "N", "C", "C", "N", "H", "H", "H", "H", "H", "C", "S", "O", "O", "O", "H", "H", "H", "C", "N", "C", "Se", "N", "C", "C", "C", "C", "C", "C", "H", "H", "H", "H", "H", "H", "H", "H"], "coordinates": [[1.764, 1.195, 1.615], [1.097, 0.356, 4.034], [0.074, -1.062, 3.967], [-0.101, -1.766, 5.147], [-0.896, -2.899, 5.146], [-1.504, -3.321, 3.972], [-1.316, -2.604, 2.802], [-0.526, -1.454, 2.774], [-0.252, -0.486, 1.243], [-0.548, -1.748, -0.041], [-1.743, -1.880, -0.747], [-1.885, -2.882, -1.696], [-0.844, -3.769, -1.934], [0.350, -3.640, -1.239], [0.502, -2.625, -0.307], [-1.753, 0.556, 1.185], [-2.704, 0.609, 2.197], [-3.762, 1.510, 2.120], [-3.880, 2.358, 1.029], [-2.935, 2.307, 0.010], [-1.877, 1.419, 0.093], [0.388, -1.428, 6.050], [-1.033, -3.456, 6.063], [-2.120, -4.210, 3.966], [-1.784, -2.939, 1.885], [-2.565, -1.203, -0.557], [-2.812, -2.973, -2.247], [-0.961, -4.553, -2.672], [1.184, -4.304, -1.429], [1.458, -2.511, 0.194], [-2.627, -0.051, 3.052], [-4.500, 1.538, 2.912], [-4.704, 3.056, 0.970], [-3.018, 2.972, -0.841], [-1.134, 1.392, -0.696], [-2.089, 4.826, 3.014], [-1.093, 4.449, 2.141], [-0.312, 3.308, 2.384], [0.662, 2.953, 1.569], [0.904, 3.736, 0.508], [0.134, 4.859, 0.284], [-0.871, 5.217, 1.083], [-2.539, 4.085, 3.525], [-2.718, 5.519, 2.641], [-0.503, 2.680, 3.247], [1.723, 3.460, -0.143], [0.326, 5.495, -0.571], [5.251, 0.500, 0.289], [3.944, 1.660, 0.512], [4.341, 2.899, -0.104], [2.729, 1.058, -0.117], [3.655, 1.729, 1.951], [5.421, 0.373, -0.777], [4.963, -0.450, 0.732], [6.134, 0.911, 0.774], [2.023, -3.333, -4.460], [1.823, -2.118, -3.705], [2.558, -1.717, -2.628], [3.944, -2.622, -1.843], [2.047, -0.533, -2.229], [0.949, -0.198, -2.996], [0.087, 0.884, -2.953], [-0.943, 0.907, -3.883], [-1.092, -0.109, -4.830], [-0.212, -1.182, -4.885], [0.807, -1.206, -3.948], [2.817, -3.900, -3.979], [2.310, -3.101, -5.486], [1.102, -3.918, -4.466], [2.325, -0.023, -1.387], [0.230, 1.682, -2.235], [-1.641, 1.735, -3.884], [-1.906, -0.055, -5.540], [-0.323, -1.964, -5.624]], "total_charge": 0, "total_energy_ev": -144429.5744}

---

Record 4
{"formula": "H13NO5", "method": "the ωB97M-V functional and the def2-TZVPD basis", "symbols": ["N", "H", "H", "H", "H", "H", "O", "H", "H", "O", "H", "H", "O", "H", "H", "O", "H", "H", "O"], "coordinates": [[-2.085, 0.385, -1.060], [-2.084, 0.478, -2.075], [-2.578, -0.493, -0.947], [-2.565, 1.173, -0.663], [-1.417, 0.258, 1.927], [-0.096, 0.202, 1.199], [-0.562, 0.722, 1.864], [2.080, 2.987, -0.204], [1.605, 1.774, -1.107], [2.130, 2.562, -1.076], [-0.150, 0.082, -1.704], [1.115, -0.161, -0.969], [0.785, -0.077, -1.859], [-1.328, -2.642, 1.830], [-1.314, -1.640, 0.550], [-1.815, -2.015, 1.277], [2.085, -1.501, 1.561], [1.529, -2.198, 0.390], [1.647, -1.318, 0.753]], "smiles": "N.O.O.O.O.O", "total_charge": 0, "total_energy_ev": -11938.6787}

---

Record 5
{"formula": "C6H16N2", "method": "the ωB97M-V functional and the def2-TZVPD basis", "symbols": ["C", "N", "C", "C", "C", "C", "N", "C", "H", "H", "H", "H", "H", "H", "H", "H", "H", "H", "H", "H", "H", "H", "H", "H"], "coordinates": [[0.818, -1.644, -1.904], [0.653, -0.390, -1.233], [-2.288, 0.515, -2.460], [1.889, -1.110, 0.797], [0.623, -0.509, 0.130], [0.308, 0.854, 0.695], [-0.156, 0.629, 1.969], [-1.096, 1.614, 2.400], [0.579, -1.523, -2.962], [1.883, -1.921, -1.890], [0.275, -2.489, -1.465], [-2.516, 0.570, -3.521], [-2.850, -0.238, -1.935], [-2.507, 1.510, -2.061], [2.008, -2.175, 0.676], [2.729, -0.552, 0.361], [1.834, -0.846, 1.847], [-0.228, -1.156, 0.517], [-1.214, 0.385, -2.313], [1.240, 1.452, 0.714], [-0.442, 1.317, 0.033], [-2.018, 1.649, 1.790], [-0.708, 2.639, 2.320], [-1.396, 1.418, 3.430]], "total_charge": 0, "total_energy_ev": -9455.9163}